Entry 1:
Here is an isolated molecule of C3H4N2O from the Open Molecules 2025 dataset. Energies are from the ωB97M-V functional and the def2-TZVPD basis.

Each line ends with the Löwdin charge.
Positions of all 10 atoms, in Å:
O  -1.340  1.567  -0.208  0.04
N  0.093  -1.617  0.491  0.02
H  -1.950  -1.188  0.586  0.11
H  1.480  1.033  -0.821  0.12
C  0.787  0.351  -0.348  -0.06
H  -0.743  2.322  -0.289  0.11
H  2.060  -1.198  0.298  0.15
N  1.131  -0.910  0.036  -0.06
C  -0.560  0.457  -0.110  -0.34
C  -0.957  -0.817  0.363  -0.10

energy: -8202.477 eV
ΔE to the lowest compared entry with this formula, charge and spin: 135.9 kJ/mol
HOMO energy: -8.73 eV
SMILES: Oc1cn[nH]c1

***

Entry 2:
Here is an isolated molecule of C3H4F2 from the Open Molecules 2025 dataset. Energies are from the ωB97M-V functional and the def2-TZVPD basis.

Each line ends with the Löwdin charge.
Positions of all 9 atoms, in Å:
H  0.146  -1.064  1.212  0.13
F  2.257  -1.128  -0.076  0.00
F  2.246  1.114  0.056  0.16
C  0.190  -0.040  0.765  -0.03
C  0.176  0.080  -0.752  -0.05
H  -0.221  0.754  1.309  0.09
C  1.457  0.103  -0.026  -0.53
H  0.090  -0.845  -1.490  0.16
H  -0.414  0.879  -1.107  0.09

energy: -8609.084 eV
ΔE to the lowest compared entry with this formula, charge and spin: 99.4 kJ/mol
HOMO energy: -10.67 eV
SMILES: FC1(F)CC1

***

Entry 3:
Here is an isolated molecule of C9H11NO from the Open Molecules 2025 dataset. Energies are from the ωB97M-V functional and the def2-TZVPD basis.

Each line ends with the Löwdin charge.
Positions of all 22 atoms, in Å:
H  -0.593  -3.080  -1.871  0.14
H  -1.161  1.991  -1.782  0.06
C  0.008  -1.285  -0.898  -0.06
N  0.225  1.772  -0.451  -0.16
C  0.825  0.830  0.455  -0.41
H  1.845  3.171  -0.179  0.08
H  0.353  -0.541  -1.605  0.12
H  -1.776  2.340  -0.099  0.10
H  -1.670  0.758  -0.851  0.10
H  -0.181  -3.449  2.388  0.16
C  -0.090  -2.743  1.413  -0.11
O  1.626  1.148  1.240  0.12
C  0.231  -1.433  1.487  -0.08
H  0.601  3.455  -1.234  0.01
C  0.803  3.062  -0.387  -0.09
C  -0.435  -3.322  0.243  -0.07
H  -0.567  -4.226  0.299  0.02
H  0.636  -0.848  2.558  0.19
C  0.358  -0.647  0.384  -0.11
C  -0.357  -2.520  -0.887  -0.11
C  -1.174  1.752  -0.783  -0.06
H  0.492  3.813  0.559  0.16

energy: -13045.407 eV
ΔE to the lowest compared entry with this formula, charge and spin: 353.8 kJ/mol
HOMO energy: -9.26 eV
SMILES: CN(C)C(=O)c1ccccc1

***

Entry 4:
Here is a structure of composition C24H18AsF6IrN5O2S2 from the Open Molecules 2025 dataset. Energies are from the ωB97M-V functional and the def2-TZVPD basis.

Each line ends with the Löwdin charge.
Positions of all 59 atoms, in Å:
H  2.455  2.273  -2.705  0.10
H  3.792  0.532  4.107  0.11
H  0.403  2.371  -2.005  0.09
C  -2.872  3.019  -1.644  0.02
C  -3.206  1.841  -0.986  0.04
O  -7.135  -2.459  0.355  0.47
H  -0.998  -1.730  4.115  0.10
F  0.490  5.139  2.429  -0.14
H  -4.217  1.685  -0.637  0.13
H  -1.384  -0.009  4.066  0.11
C  2.574  -3.734  -0.136  0.03
N  -0.928  1.071  -1.130  0.00
F  0.578  4.029  0.143  -0.21
C  -2.224  0.904  -0.750  -0.21
C  -2.486  -0.388  -0.119  -0.14
C  -6.054  -2.759  0.373  -0.10
C  0.010  -2.923  0.303  -0.17
H  -3.619  3.780  -1.828  0.14
H  2.938  -1.630  -0.406  0.12
H  -2.556  -4.161  0.625  0.15
C  3.165  0.630  1.201  -0.34
C  -2.527  -3.092  0.477  0.12
C  0.311  -4.269  0.383  0.05
H  1.542  0.755  -2.458  0.06
N  0.954  -1.989  0.019  -0.05
C  2.515  1.234  -2.377  -0.06
H  -4.637  -0.510  -0.325  0.15
H  1.873  -5.735  0.217  0.14
C  -0.627  2.209  -1.749  -0.09
C  -3.728  -1.025  -0.048  0.12
C  -1.345  -2.365  0.393  -0.15
N  1.180  -0.272  2.186  -0.08
C  1.616  -4.686  0.162  0.02
C  2.487  0.159  2.392  -0.31
C  3.022  1.152  -0.980  -0.59
H  3.196  0.721  -3.055  0.10
S  4.605  1.618  -0.596  1.22
C  -1.565  3.196  -2.035  0.03
C  2.211  -2.398  -0.190  -0.05
H  -1.401  -0.942  2.576  0.05
H  -1.244  4.097  -2.537  0.14
C  -3.667  -2.347  0.303  -0.08
C  4.414  1.107  1.019  -0.26
F  1.899  3.097  1.916  -0.20
N  2.365  0.677  0.069  -0.11
F  -0.075  2.798  3.258  -0.21
F  -0.046  1.795  1.015  -0.43
F  -1.416  3.756  1.475  -0.20
H  3.602  -4.010  -0.324  0.14
H  -0.458  -4.994  0.609  0.13
S  1.541  -0.236  4.678  1.22
Ir  0.448  -0.028  0.299  1.52
C  -0.893  -0.819  3.525  -0.04
O  -4.905  -3.157  0.403  0.28
As  0.262  3.610  1.786  0.82
N  -1.370  -1.029  0.243  -0.01
C  2.852  0.210  3.689  -0.26
H  5.214  1.196  1.737  0.11
C  0.543  -0.474  3.331  -0.58

energy: -138356.109 eV
ΔE to the lowest compared entry with this formula, charge and spin: 0.0 kJ/mol
HOMO energy: -16.64 eV
total charge: +3

***

Entry 5:
Here is a cluster of 2 separate species, C4H7NO4S in total from the Open Molecules 2025 dataset. Energies are from the ωB97M-V functional and the def2-TZVPD basis.

Each line ends with the Löwdin charge.
Positions of all 17 atoms, in Å:
O  -3.327  -0.404  1.427  -0.23
H  3.318  -1.493  -1.906  0.04
C  3.372  -1.298  -0.886  -0.03
C  -0.807  1.182  0.456  -0.16
H  1.249  -1.615  -1.228  0.11
H  -0.676  2.984  1.827  0.06
O  -3.037  0.954  -0.685  -0.16
H  4.055  -1.839  -0.258  0.07
O  1.463  -0.913  0.633  0.02
N  -1.642  0.407  -0.432  -0.12
S  -2.935  -0.476  0.077  0.64
O  -3.409  -1.591  -0.640  -0.22
H  3.631  -0.157  -0.740  0.13
C  -1.135  2.289  1.155  0.08
C  1.901  -1.297  -0.419  -0.30
H  0.085  0.654  0.556  0.05
H  -2.106  2.613  1.063  0.03

energy: -24771.089 eV
ΔE to the lowest compared entry with this formula, charge and spin: 499.0 kJ/mol
HOMO energy: -9.97 eV
SMILES: C=CN1OS1(=O)=O.CC=O

***

Entry 6:
Here is a structure of composition C20H40N4O7PtSi4 from the Open Molecules 2025 dataset. Energies are from the ωB97M-V functional and the def2-TZVPD basis.

Each line ends with the Löwdin charge.
Positions of all 76 atoms, in Å:
C  -3.256  1.121  -2.337  -0.16
H  -1.508  -6.221  -0.598  0.02
H  -2.718  -2.442  -1.870  -0.06
C  -2.658  -3.512  -2.123  -0.23
O  -0.869  1.030  0.639  -0.15
C  2.405  3.516  0.294  -0.11
C  4.449  -2.078  1.754  -0.13
H  -2.492  1.442  -0.460  0.06
H  3.140  -3.721  -1.661  0.04
O  3.339  5.600  0.173  0.12
C  -4.332  0.588  -0.241  -0.16
H  6.085  -1.963  -1.187  0.05
H  4.798  -1.373  -2.219  0.05
C  -0.673  -2.356  3.455  -0.19
H  4.299  -1.134  2.281  0.05
C  0.148  1.778  0.531  -0.26
O  -1.305  5.060  0.646  0.14
C  0.241  -5.018  2.067  -0.18
O  -2.252  3.248  0.022  0.00
H  -4.520  2.696  0.225  0.13
Si  0.254  -2.101  0.203  0.60
H  2.368  -4.026  -0.089  0.00
N  3.562  4.413  0.170  -0.35
H  5.467  -0.328  -0.950  0.05
H  -4.156  0.300  0.794  0.14
H  -3.418  -4.045  -1.553  0.03
H  3.606  1.769  0.248  0.14
H  -3.439  3.246  -1.949  0.12
H  -2.296  1.226  -2.838  0.14
Si  3.924  -2.024  -0.025  0.56
H  1.284  -4.777  2.276  0.04
C  5.181  -1.350  -1.197  -0.14
H  -1.083  -6.483  -2.286  0.05
C  0.042  3.215  0.435  -0.03
O  2.738  -0.600  -0.120  -0.04
C  1.781  -0.107  0.570  -0.48
H  -5.924  1.679  -2.158  0.19
O  1.009  -0.863  1.279  -0.17
C  1.514  1.304  0.484  -0.03
Si  -0.906  -4.096  -1.757  0.53
N  -1.256  3.889  0.383  -0.30
H  -3.808  0.329  -2.852  0.13
C  -5.094  1.904  -0.256  -0.08
H  0.180  -5.605  1.152  0.01
H  3.942  -2.871  2.307  0.04
H  1.227  -4.027  -3.057  0.02
C  -4.000  2.445  -2.429  -0.08
H  -2.668  -4.686  0.811  0.02
H  0.998  5.125  0.327  0.14
Pt  -1.599  -0.870  -0.521  0.73
C  -2.610  -3.888  1.550  -0.20
H  -2.885  -3.594  -3.189  0.04
O  4.649  3.890  0.069  0.10
H  -3.151  -4.221  2.441  0.05
H  4.086  -4.347  -0.305  0.06
H  -3.115  -3.006  1.155  0.01
C  -0.813  -5.925  -1.384  -0.21
H  -1.030  -1.354  3.217  0.04
H  -6.069  1.814  0.219  0.15
N  -5.306  2.342  -1.683  0.08
H  -5.784  3.245  -1.699  0.19
H  -0.195  -3.884  -4.090  0.04
H  0.362  -2.285  3.792  0.05
H  5.518  -2.302  1.794  0.05
H  -4.221  2.714  -3.460  0.15
C  2.601  2.160  0.319  0.10
Si  -0.850  -3.517  2.016  0.49
H  -0.119  -5.648  2.889  0.06
C  0.240  -3.571  -3.135  -0.22
C  3.271  -3.665  -0.581  -0.16
C  1.131  4.053  0.364  0.11
H  0.362  -2.486  -3.169  0.02
H  0.192  -6.237  -1.097  0.03
N  -3.041  0.711  -0.940  -0.20
H  -1.275  -2.748  4.281  0.05
H  -4.915  -0.208  -0.713  0.13

spin multiplicity: 5
energy: -76419.309 eV
ΔE to the lowest compared entry with this formula, charge and spin: 0.0 kJ/mol
HOMO energy (spin up / spin down): -11.76 / -13.79 eV
total charge: +2

***

Entry 7:
Here is a cluster of 2 separate species, C2H8N5 in total from the Open Molecules 2025 dataset. Energies are from the ωB97M-V functional and the def2-TZVPD basis.

Each line ends with the Löwdin charge.
Positions of all 15 atoms, in Å:
H  -0.541  -1.434  -0.311  0.14
N  -0.866  -2.550  -0.517  0.25
H  -1.828  -2.708  -0.704  0.12
N  0.090  0.055  0.223  0.08
H  -0.373  -3.130  0.128  0.12
H  0.628  -1.183  1.895  0.15
N  0.505  -0.218  1.566  -0.03
C  0.107  2.282  -0.963  -0.03
N  1.054  1.777  1.275  0.08
C  0.319  1.380  0.198  -0.40
H  -0.320  1.813  -1.886  0.09
H  -0.573  3.033  -0.482  0.10
H  1.078  2.963  -1.076  0.14
N  1.206  0.780  2.061  0.04
H  -0.485  -2.861  -1.407  0.14

energy: -9645.591 eV
ΔE to the lowest compared entry with this formula, charge and spin: 230.5 kJ/mol
HOMO energy: -14.48 eV
total charge: +1